Entry from the OMol25 dataset: a cluster of 12 separate species, C67H60N12O14 in total at a distorted geometry (wB97M-V/def2-TZVPD).

The geometry in XYZ format:
```
153
Properties=species:S:1:pos:R:3:forces:R:3
O -3.863 -0.332 -2.604 0.5 1.0 0.0
N -4.559 -0.780 -1.729 0.3 0.9 1.4
O -5.182 -1.794 -1.836 -0.9 -1.5 -0.2
C -4.655 -0.133 -0.349 -0.8 -1.4 0.9
C -5.022 -1.003 0.726 0.8 1.2 -0.8
C -5.051 -0.440 2.001 -0.3 -0.9 -0.2
C -4.759 0.895 2.232 -0.1 0.4 -1.3
C -4.477 1.730 1.155 0.5 0.7 0.3
C -4.434 1.209 -0.129 0.6 -0.4 -1.0
H -5.169 -2.077 0.601 -0.1 0.5 -0.1
H -5.332 -1.134 2.784 0.2 0.3 0.3
H -4.750 1.367 3.181 -0.1 -0.1 1.0
H -4.177 2.790 1.338 -0.4 -1.0 -0.3
H -4.066 1.759 -0.981 -0.3 0.4 0.1
O -5.876 2.123 -3.379 0.4 0.0 -0.4
N -4.847 2.757 -3.563 -0.5 -0.9 -1.0
O -4.452 3.612 -2.826 0.6 1.0 0.9
C -4.010 2.442 -4.766 0.8 -0.1 0.4
C -4.513 1.585 -5.738 0.8 0.7 0.7
C -3.592 1.241 -6.717 0.4 -0.8 0.2
C -2.232 1.565 -6.648 -1.8 0.5 -0.1
C -1.770 2.416 -5.695 -0.9 0.7 0.2
C -2.677 2.898 -4.764 -1.0 -1.3 -0.2
H -5.519 1.213 -5.597 0.0 -0.1 -0.5
H -3.850 0.571 -7.499 -0.6 -0.4 -0.6
H -1.572 1.301 -7.415 0.7 -0.8 -1.1
H -0.773 2.771 -5.807 0.7 0.2 0.6
H -2.335 3.447 -3.947 0.3 1.2 1.1
O 0.753 3.600 3.407 0.6 0.6 0.2
N 0.546 2.459 3.720 0.4 -1.7 -0.5
O -0.531 2.049 4.091 -0.1 -0.5 0.3
C 1.682 1.410 3.506 -1.8 0.0 -0.2
C 1.342 0.074 3.152 1.6 1.6 0.2
C 2.431 -0.746 2.876 -0.5 -1.3 -0.6
C 3.733 -0.308 2.903 1.0 2.0 0.5
C 4.013 1.071 3.094 -0.8 -1.4 0.9
C 2.966 1.910 3.510 1.1 -0.3 -1.2
H 0.365 -0.349 3.039 -0.5 0.4 0.1
H 2.243 -1.774 2.510 0.0 0.6 0.6
H 4.602 -0.957 2.885 -0.3 -0.3 -0.6
H 5.052 1.384 3.034 -0.3 0.3 0.2
H 3.205 2.948 3.682 -0.4 0.1 0.2
O 0.778 -1.814 -4.060 0.9 0.2 -0.1
N 1.909 -1.847 -4.522 -0.9 -2.1 0.5
O 2.355 -1.106 -5.356 0.4 0.4 -0.2
C 2.771 -3.047 -4.084 -0.7 0.7 0.4
C 2.549 -3.616 -2.825 1.1 0.0 -0.7
C 3.522 -4.538 -2.426 0.2 0.0 0.4
C 4.602 -4.926 -3.218 -0.2 0.9 -0.4
C 4.701 -4.374 -4.504 1.2 -1.3 -0.1
C 3.788 -3.450 -4.948 -0.8 1.3 -0.1
H 1.799 -3.336 -2.089 -0.2 0.4 -0.5
H 3.465 -4.858 -1.399 0.0 -0.4 0.2
H 5.440 -5.526 -2.853 -0.6 0.0 0.0
H 5.548 -4.728 -5.130 -0.8 0.5 0.3
H 3.822 -2.906 -5.901 0.3 -0.5 0.4
O -2.112 -6.029 1.818 -0.2 0.9 -0.1
N -2.508 -5.094 1.118 0.0 -1.8 0.3
O -3.407 -4.345 1.418 0.1 0.3 0.1
C -1.901 -4.991 -0.197 0.0 0.0 -1.2
C -2.339 -3.979 -1.041 0.3 -0.8 0.2
C -1.761 -3.956 -2.289 -0.5 2.0 -2.1
C -0.790 -4.828 -2.744 1.1 -0.3 0.6
C -0.325 -5.810 -1.877 -1.8 0.2 0.4
C -0.995 -5.951 -0.657 0.6 0.6 0.2
H -3.156 -3.338 -0.753 0.2 0.3 0.0
H -2.061 -3.158 -3.014 0.1 -0.7 0.8
H -0.301 -4.735 -3.715 -0.5 0.2 0.2
H 0.394 -6.541 -2.177 0.4 -0.3 -0.1
H -0.770 -6.792 -0.051 0.2 -0.4 0.7
O 2.379 0.488 -2.633 1.4 -0.2 1.1
N 2.946 0.692 -1.548 -0.4 -1.1 -1.8
O 2.418 1.279 -0.649 -0.1 0.5 0.9
C 4.351 0.175 -1.322 0.0 0.2 -0.5
C 4.908 -0.834 -2.125 0.7 1.6 1.6
C 6.230 -1.217 -1.905 0.2 0.8 1.1
C 7.000 -0.524 -0.927 -2.3 0.5 0.6
C 6.409 0.489 -0.117 0.3 -1.0 -1.0
C 5.048 0.832 -0.335 1.7 -0.1 0.6
H 4.310 -1.176 -2.897 -0.9 -1.1 -1.4
H 6.643 -2.072 -2.418 0.1 0.1 -0.3
H 7.993 -0.772 -0.631 0.7 -0.5 -0.4
H 7.113 0.903 0.645 -1.2 0.1 -0.6
H 4.573 1.608 0.238 -0.1 0.1 0.1
O -2.179 3.907 -0.268 -1.1 1.4 1.2
N -1.589 3.178 -0.982 1.9 -1.6 -2.1
O -1.665 1.957 -0.968 -0.1 0.1 0.1
C -0.588 3.738 -1.969 -0.9 1.8 1.0
C 0.340 2.937 -2.538 0.8 0.9 -0.1
C 1.396 3.603 -3.212 -0.6 -1.1 -0.2
C 1.476 4.968 -3.269 0.3 0.4 -0.2
C 0.476 5.757 -2.720 0.3 0.7 -0.1
C -0.543 5.133 -2.085 -1.4 -0.1 1.1
H 0.246 1.918 -2.265 0.5 -1.1 -0.5
H 2.149 3.058 -3.752 0.2 -0.5 0.2
H 2.364 5.406 -3.703 -0.1 0.1 -0.1
H 0.471 6.849 -2.683 0.4 -0.4 -0.3
H -1.279 5.754 -1.571 0.0 -0.4 -0.1
C -5.297 5.040 3.458 0.4 0.5 0.8
C -4.130 4.502 4.034 -2.3 0.8 -1.4
C -2.923 4.918 3.574 1.2 -0.3 0.2
N -2.725 5.830 2.641 -0.8 0.7 -0.6
C -3.858 6.366 2.135 1.6 0.4 -0.2
C -5.122 6.017 2.486 -0.3 -0.6 1.1
H -6.296 4.924 3.879 0.3 -0.5 -0.2
H -4.149 3.808 4.805 -0.2 -1.2 1.4
H -2.069 4.486 4.075 0.5 0.1 -0.3
H -3.763 7.210 1.468 0.4 0.0 -0.3
H -5.922 6.636 2.166 -0.7 0.1 -0.5
C 0.007 -3.063 5.457 0.7 1.6 0.2
C -1.130 -3.788 5.361 -0.5 -1.7 0.0
C -2.351 -3.167 5.401 0.0 1.9 -1.0
N -2.474 -1.829 5.393 1.0 0.3 -0.3
C -1.331 -1.090 5.337 -0.8 -0.9 0.7
C -0.070 -1.663 5.440 0.5 -0.6 0.2
H 0.966 -3.539 5.529 0.2 -0.2 -0.1
H -1.065 -4.860 5.236 -0.1 -0.1 0.1
H -3.272 -3.652 5.193 -0.6 -0.8 0.4
H -1.507 -0.035 5.236 0.2 0.4 0.1
H 0.891 -1.136 5.518 -0.8 0.2 -0.2
C -1.541 -1.645 1.917 0.9 -1.1 -1.2
C -0.679 -2.732 1.685 1.1 1.0 0.5
C 0.248 -2.706 0.637 -1.4 -0.4 -0.7
N 0.199 -1.772 -0.333 1.1 -0.7 1.0
C -0.654 -0.795 -0.144 -0.7 0.7 -0.5
C -1.575 -0.717 0.912 -0.3 1.5 -0.1
H -2.119 -1.562 2.812 -0.5 -0.1 0.2
H -0.626 -3.476 2.441 0.2 -0.8 0.4
H 0.915 -3.547 0.413 -0.1 0.2 0.5
H -0.592 -0.029 -0.909 -0.4 0.1 0.1
H -2.279 0.128 0.980 0.6 -0.3 -0.2
C 3.589 -5.486 1.773 -1.1 -1.2 -1.0
C 3.703 -4.648 2.857 0.7 0.0 0.2
C 2.805 -4.781 3.906 -0.8 -0.7 0.2
N 1.813 -5.683 3.899 0.5 0.2 -0.5
C 1.729 -6.510 2.833 0.1 0.4 1.3
C 2.580 -6.502 1.761 0.7 1.6 -0.3
H 4.201 -5.342 0.882 0.1 -0.2 0.4
H 4.560 -3.981 2.938 -0.4 0.1 -0.1
H 2.861 -4.173 4.811 0.2 0.0 -0.3
H 0.951 -7.238 2.907 -0.5 -0.3 -0.1
H 2.349 -7.162 0.925 0.5 0.2 0.1
C 0.704 5.714 1.260 1.7 -0.2 -2.1
C 1.540 4.688 0.717 -1.8 -0.4 1.7
C 2.557 4.991 -0.171 1.2 -0.8 -1.2
N 2.916 6.224 -0.546 -1.9 1.1 0.7
C 2.087 7.221 -0.049 1.6 -1.2 -1.1
C 1.023 7.003 0.779 -1.2 0.3 1.5
H -0.180 5.496 1.845 0.2 0.1 0.2
H 1.348 3.639 1.076 0.4 1.1 -0.8
H 3.102 4.142 -0.727 -0.7 1.3 1.2
H 2.264 8.240 -0.398 0.3 -0.3 0.1
H 0.486 7.909 1.139 0.1 -0.9 -0.4
```
Forces are in eV/Å.

Results
Lowest unoccupied orbital energy: -0.59 eV
Frontier orbital gap: 8.574 eV
E: -4298.80351 hartree
Strongest force on any atom: 3.2 eV/A
Molar mass: 1257.29 g/mol
SMILES string: O=[N+]([O-])c1ccccc1.O=[N+]([O-])c1ccccc1.O=[N+]([O-])c1ccccc1.O=[N+]([O-])c1ccccc1.O=[N+]([O-])c1ccccc1.O=[N+]([O-])c1ccccc1.O=[N+]([O-])c1ccccc1.c1ccncc1.c1ccncc1.c1ccncc1.c1ccncc1.c1ccncc1

Atomic partial charges in e from the Mulliken method, atoms 1 to 99: number 1, O, carries -0.501; number 2, N, carries 1.179; number 3, O, carries -0.662; number 4, C, carries 0.426; number 5, C, carries -0.408; number 6, C, carries -0.542; number 7, C, carries -0.804; number 8, C, carries -0.028; number 9, C, carries -0.161; number 10, H, carries 0.399; number 11, H, carries 0.373; number 12, H, carries 0.583; number 13, H, carries 0.294; number 14, H, carries -0.098; number 15, O, carries -0.612; number 16, N, carries 1.091; number 17, O, carries -0.608; number 18, C, carries 0.171; number 19, C, carries -0.589; number 20, C, carries -0.549; number 21, C, carries -0.700; number 22, C, carries -0.483; number 23, C, carries -0.238; number 24, H, carries 0.478; number 25, H, carries 0.358; number 26, H, carries 0.523; number 27, H, carries 0.454; number 28, H, carries 0.678; number 29, O, carries -0.574; number 30, N, carries 1.097; number 31, O, carries -0.555; number 32, C, carries -0.088; number 33, C, carries 0.133; number 34, C, carries -0.417; number 35, C, carries -0.709; number 36, C, carries -0.788; number 37, C, carries -0.698; number 38, H, carries 0.997; number 39, H, carries 0.204; number 40, H, carries 0.418; number 41, H, carries 0.483; number 42, H, carries 0.466; number 43, O, carries -0.517; number 44, N, carries 1.183; number 45, O, carries -0.635; number 46, C, carries -0.174; number 47, C, carries 0.150; number 48, C, carries -0.544; number 49, C, carries -0.772; number 50, C, carries -0.353; number 51, C, carries -0.603; number 52, H, carries 0.583; number 53, H, carries 0.398; number 54, H, carries 0.433; number 55, H, carries 0.322; number 56, H, carries 0.461; number 57, O, carries -0.693; number 58, N, carries 1.261; number 59, O, carries -0.613; number 60, C, carries 0.001; number 61, C, carries -0.431; number 62, C, carries 0.065; number 63, C, carries -0.714; number 64, C, carries -0.434; number 65, C, carries -0.767; number 66, H, carries 0.501; number 67, H, carries 0.284; number 68, H, carries 0.414; number 69, H, carries 0.554; number 70, H, carries 0.592; number 71, O, carries -0.564; number 72, N, carries 0.978; number 73, O, carries -0.242; number 74, C, carries 0.219; number 75, C, carries -0.372; number 76, C, carries -0.649; number 77, C, carries -0.573; number 78, C, carries -0.754; number 79, C, carries -0.295; number 80, H, carries 0.695; number 81, H, carries 0.454; number 82, H, carries 0.398; number 83, H, carries 0.318; number 84, H, carries 0.494; number 85, O, carries -0.624; number 86, N, carries 1.555; number 87, O, carries -0.531; number 88, C, carries -0.613; number 89, C, carries 0.796; number 90, C, carries -1.190; number 91, C, carries -0.504; number 92, C, carries -0.398; number 93, C, carries -0.655; number 94, H, carries 0.446; number 95, H, carries 0.532; number 96, H, carries 0.332; number 97, H, carries 0.444; number 98, H, carries 0.385; number 99, C, carries -0.239